1.
{"formula": "C4H7N3", "method": "ωB97M-V with the def2-TZVPD basis set", "symbols": ["C", "C", "N", "C", "N", "C", "N", "H", "H", "H", "H", "H", "H", "H"], "coordinates": [[-0.531, 1.281, -0.814], [1.469, 0.343, -0.313], [0.983, -0.850, 0.129], [-0.197, -0.794, 0.792], [-0.620, 0.451, 0.974], [-0.938, -1.999, 0.984], [-1.543, -2.974, 1.161], [-1.559, 1.560, -0.562], [-0.559, 0.646, -1.701], [0.035, 2.195, -0.981], [1.556, 1.123, 0.433], [2.253, 0.269, -1.062], [1.242, -1.714, -0.327], [-1.591, 0.463, 1.288]], "atomic_forces_ev_per_a": [[-0.164, 0.192, -0.211], [0.179, -0.078, 0.097], [-0.102, 0.030, -0.056], [0.086, 0.166, -0.069], [-0.051, -0.308, 0.107], [-0.547, -0.824, 0.150], [0.582, 0.933, -0.166], [0.170, -0.072, -0.025], [0.020, 0.056, 0.140], [-0.044, -0.149, 0.045], [-0.089, -0.071, -0.126], [-0.116, 0.010, 0.094], [-0.034, 0.092, 0.058], [0.111, 0.022, -0.038]], "largest_force_ev_per_a": 1.1, "lumo_ev": [0.728, 0.728], "e_tot_ha": -320.726037, "gap_ev": [8.298, 8.298]}

2.
{"formula": "C6H14", "method": "ωB97M-V with the def2-TZVPD basis set", "symbols": ["C", "C", "C", "C", "C", "C", "H", "H", "H", "H", "H", "H", "H", "H", "H", "H", "H", "H", "H", "H"], "coordinates": [[1.804, 1.763, 0.278], [1.006, 0.978, -0.762], [-0.431, 0.688, -0.340], [-0.670, -0.604, 0.510], [-2.096, -1.071, 0.191], [0.322, -1.721, 0.119], [1.790, 2.834, 0.092], [1.349, 1.689, 1.272], [2.866, 1.481, 0.275], [1.523, 0.092, -1.155], [0.946, 1.521, -1.727], [-1.012, 0.556, -1.258], [-0.846, 1.515, 0.246], [-0.617, -0.306, 1.571], [-2.764, -0.197, 0.177], [-2.503, -1.821, 0.887], [-2.084, -1.603, -0.748], [1.357, -1.457, 0.350], [0.104, -2.591, 0.734], [0.195, -1.819, -0.961]], "atomic_forces_ev_per_a": [[0.265, 0.016, -0.079], [-0.117, 0.554, -1.003], [0.123, -1.045, 0.127], [0.180, 0.373, -0.396], [-0.045, -0.082, 0.858], [-0.365, 1.029, 0.897], [-0.133, 0.247, -0.332], [0.360, -0.438, 0.018], [-0.246, -0.081, 0.334], [-0.144, -0.097, 0.753], [0.018, 0.389, 0.537], [-0.162, 0.168, 0.058], [0.012, 0.218, -0.381], [0.197, -0.403, -0.236], [-0.078, -0.337, -0.197], [0.210, 0.306, 0.188], [-0.183, 0.254, -0.643], [0.010, 0.088, -0.158], [-0.142, -0.497, -0.423], [0.239, -0.662, 0.077]], "charge": -1, "largest_force_ev_per_a": 1.4, "lumo_ev": [4.225, 4.228], "multiplicity": 2, "e_tot_ha": -236.931909, "gap_ev": [2.634, 11.191]}

3.
{"formula": "C23H23Co2O7Si", "method": "ωB97M-V with the def2-TZVPD basis set", "symbols": ["C", "Si", "C", "C", "O", "C", "C", "C", "C", "C", "H", "H", "H", "H", "H", "H", "H", "H", "H", "H", "H", "H", "H", "H", "H", "H", "O", "C", "Co", "C", "O", "C", "O", "C", "C", "C", "C", "C", "C", "C", "C", "C", "Co", "C", "O", "C", "O", "C", "O", "H", "H", "H", "H", "H", "H", "H"], "coordinates": [[0.863, 3.809, 3.188], [0.879, 2.247, 2.174], [0.832, 2.682, 0.361], [2.246, 1.072, 2.612], [-0.446, 1.285, 2.608], [-1.678, 1.252, 2.111], [-2.060, 1.308, 0.792], [-3.517, 1.602, 0.720], [-4.004, 1.680, 2.185], [-2.824, 1.308, 3.090], [1.754, 4.406, 2.942], [-0.022, 4.425, 2.974], [0.880, 3.594, 4.264], [1.825, 3.021, 0.036], [0.566, 1.810, -0.251], [0.113, 3.487, 0.157], [3.173, 1.315, 2.078], [2.436, 1.126, 3.693], [1.965, 0.039, 2.370], [-1.401, 1.590, -0.019], [-3.677, 2.557, 0.213], [-4.100, 0.863, 0.165], [-4.303, 2.708, 2.404], [-4.871, 1.038, 2.364], [-2.993, 0.339, 3.585], [-2.637, 2.043, 3.892], [3.009, -1.317, -6.660], [2.423, -1.231, -5.668], [1.543, -1.124, -4.145], [0.001, -1.009, -4.991], [-1.002, -0.957, -5.559], [1.396, -2.798, -3.569], [1.277, -3.888, -3.204], [0.863, 0.197, -2.715], [0.421, -0.240, -1.481], [-0.760, -0.443, -0.793], [-0.914, -1.726, -0.127], [-2.075, -2.501, -0.344], [-2.087, -3.842, 0.020], [-0.963, -4.414, 0.623], [0.159, -3.632, 0.910], [0.170, -2.287, 0.570], [2.216, -0.480, -1.758], [3.452, -0.733, -3.104], [4.562, -0.747, -3.490], [2.704, -2.025, -1.026], [3.140, -3.011, -0.594], [3.286, 0.663, -0.915], [4.050, 1.387, -0.424], [0.585, 1.178, -3.121], [-1.671, 0.036, -1.167], [-2.927, -2.033, -0.841], [-2.965, -4.449, -0.193], [-0.940, -5.480, 0.848], [1.042, -4.065, 1.378], [1.004, -1.632, 0.833]], "atomic_forces_ev_per_a": [[0.104, 0.197, 0.231], [-0.656, -0.911, -0.391], [0.109, 0.184, -0.103], [0.464, 0.140, 0.153], [1.049, 0.093, 0.320], [-0.974, 0.664, -2.004], [0.574, 1.569, 2.617], [-0.610, -0.191, -0.130], [-0.375, 0.258, 0.189], [-0.030, -0.508, -0.053], [-0.186, -0.073, 0.089], [0.170, -0.164, 0.000], [0.008, 0.053, -0.206], [-0.167, 0.006, 0.068], [0.169, 0.189, 0.180], [0.132, -0.157, 0.043], [-0.091, -0.076, 0.180], [0.056, -0.085, -0.176], [-0.014, 0.296, -0.028], [-0.220, -0.435, 0.419], [-0.074, -0.008, -0.071], [0.040, -0.115, -0.140], [-0.133, -0.096, -0.008], [0.061, 0.116, -0.037], [0.184, 0.170, -0.060], [0.047, -0.193, -0.336], [-0.693, -0.215, 0.791], [1.399, 0.861, -0.846], [-0.574, -0.286, 0.262], [-0.821, 0.802, 0.138], [0.921, -0.225, 0.418], [-0.447, -2.290, 1.159], [0.208, 1.468, -0.660], [-1.695, 2.344, -1.071], [-3.074, -0.739, 0.382], [1.400, -0.464, -1.885], [0.002, 0.013, 0.612], [0.494, 0.225, 0.233], [0.188, 0.085, 0.140], [0.069, -0.210, -0.068], [-0.181, 0.233, -0.031], [-0.358, -0.166, 0.287], [3.791, -1.318, -0.186], [1.276, 0.431, -0.769], [-1.502, -0.139, 0.413], [0.851, -2.264, 1.643], [-0.826, 1.862, -0.934], [0.601, 1.281, 0.223], [-1.129, -1.192, -0.599], [0.429, -0.128, 0.023], [0.257, -0.583, -0.332], [0.201, -0.202, 0.045], [0.146, 0.051, 0.070], [-0.096, 0.221, -0.006], [-0.228, -0.021, -0.012], [-0.243, -0.358, -0.187]], "charge": -1, "largest_force_ev_per_a": 4.0, "lumo_ev": 2.615, "e_tot_ha": -4471.953394, "gap_ev": 6.490}

4.
{"formula": "C9H23OPSi", "method": "ωB97M-V with the def2-TZVPD basis set", "symbols": ["C", "C", "C", "P", "O", "C", "C", "C", "Si", "C", "C", "C", "H", "H", "H", "H", "H", "H", "H", "H", "H", "H", "H", "H", "H", "H", "H", "H", "H", "H", "H", "H", "H", "H", "H"], "coordinates": [[2.084, -1.492, 1.889], [1.137, -1.585, 0.723], [1.939, -1.882, -0.485], [0.383, 0.172, 0.724], [0.442, 0.597, 2.191], [1.497, 1.416, -0.265], [1.863, 2.595, 0.557], [0.880, 1.717, -1.636], [-1.823, -0.207, 0.241], [-2.129, -0.783, -1.669], [-2.169, -1.420, 1.602], [-2.738, 1.331, 0.703], [3.056, -0.930, 1.798], [1.722, -1.062, 2.850], [2.484, -2.507, 2.167], [0.428, -2.350, 0.849], [1.681, -2.873, -0.918], [3.050, -1.953, -0.272], [1.872, -1.168, -1.337], [2.381, 0.775, -0.341], [1.008, 3.217, 1.020], [2.325, 2.432, 1.613], [2.584, 3.359, 0.085], [0.485, 0.719, -2.013], [1.600, 2.170, -2.330], [0.049, 2.334, -1.533], [-1.531, -0.086, -2.199], [-1.738, -1.795, -1.734], [-3.251, -0.683, -1.796], [-1.219, -1.715, 2.094], [-2.856, -1.141, 2.477], [-2.574, -2.350, 1.261], [-3.634, 1.102, 1.284], [-2.151, 2.017, 1.405], [-3.123, 1.999, -0.113]], "atomic_forces_ev_per_a": [[2.036, -1.063, 2.959], [1.450, 3.006, 0.119], [1.915, -1.079, -2.546], [0.495, 0.494, 1.894], [-0.732, 0.137, -1.235], [-0.525, -1.811, 0.119], [0.530, 3.307, 3.580], [1.201, -2.545, -0.059], [-0.064, 0.247, -1.286], [-1.250, 0.157, 3.346], [-0.078, -0.531, 2.042], [-0.328, 2.394, 0.286], [-1.073, -0.110, -0.897], [-0.431, -0.451, -0.892], [-0.521, 0.523, -0.385], [-1.237, -0.621, 0.486], [0.101, 0.525, 0.175], [-1.215, 0.139, -0.120], [-0.190, -0.307, 0.529], [0.153, 0.198, -0.484], [0.622, -0.873, -1.523], [-0.306, -0.726, -2.012], [-1.141, -1.326, 0.181], [0.646, 1.283, -0.149], [-0.235, -0.253, 0.101], [-1.497, 1.284, 0.191], [0.162, 0.547, -0.967], [-0.246, -0.082, -0.387], [1.478, -0.272, -0.347], [-0.446, 0.306, -0.183], [0.939, 0.211, -1.462], [-0.345, -0.700, -0.541], [-0.020, -0.317, -0.010], [-0.438, -1.037, -0.939], [0.589, -0.653, 0.418]], "smiles": "CC(C)P(=O)(C(C)C)[Si](C)(C)C", "largest_force_ev_per_a": 4.9, "lumo_ev": 0.750, "e_tot_ha": -1062.780593, "gap_ev": 9.315}

5.
{"formula": "CH7N2O2", "method": "ωB97M-V with the def2-TZVPD basis set", "symbols": ["C", "N", "N", "O", "O", "H", "H", "H", "H", "H", "H", "H"], "coordinates": [[-1.077, -0.760, 0.357], [-0.856, 1.498, -0.224], [1.976, -0.109, 0.102], [-1.757, -1.774, 0.456], [-1.585, 0.217, -0.172], [-0.038, -0.723, 0.534], [0.038, 1.161, -0.503], [-1.374, 2.046, -0.917], [2.385, -0.215, -0.831], [2.307, 0.928, 0.344], [2.593, -0.641, 0.731], [-2.612, -1.627, 0.124]], "atomic_forces_ev_per_a": [[2.291, 1.037, -0.275], [-0.897, -0.741, 1.032], [1.483, 2.975, 0.606], [0.611, -3.451, 1.472], [-2.236, 3.562, -1.486], [1.537, -0.387, 0.963], [1.164, 0.397, -0.744], [0.275, -0.513, -0.087], [-0.092, -0.274, 0.219], [-1.024, -2.638, -0.520], [-0.404, 0.001, -0.370], [-2.708, 0.034, -0.809]], "charge": 1, "largest_force_ev_per_a": 4.5, "lumo_ev": -4.266, "e_tot_ha": -301.934450, "gap_ev": 11.208}

6.
{"formula": "C4H6NOS", "method": "ωB97M-V with the def2-TZVPD basis set", "symbols": ["C", "C", "C", "C", "N", "O", "S", "H", "H", "H", "H", "H", "H"], "coordinates": [[-0.632, -1.418, 0.366], [0.660, -1.014, 0.033], [3.050, 0.516, -0.026], [0.278, 1.318, -0.297], [0.998, 0.098, -0.586], [3.030, 1.685, 0.204], [3.909, -0.857, -0.120], [-0.800, -2.400, 0.933], [-1.293, -0.738, 0.037], [1.510, -1.622, 0.051], [-0.439, 1.647, -1.048], [-0.393, 1.196, 0.558], [1.074, 2.020, -0.140]], "atomic_forces_ev_per_a": [[4.256, -2.863, 1.628], [-2.633, -0.885, -0.374], [-1.513, 1.166, -0.211], [-0.516, -1.198, -0.210], [1.667, 1.927, 0.294], [0.330, -1.242, -0.232], [0.162, -0.094, 0.001], [-0.052, 1.776, -1.110], [-3.235, 1.784, -0.566], [1.059, -1.639, 0.667], [0.286, 0.117, -0.752], [0.344, 0.070, 0.663], [-0.154, 1.080, 0.200]], "charge": -1, "largest_force_ev_per_a": 5.4, "lumo_ev": 3.528, "e_tot_ha": -684.176472, "gap_ev": 6.374}

7.
{"formula": "C3H7NO", "method": "ωB97M-V with the def2-TZVPD basis set", "symbols": ["C", "N", "C", "O", "C", "H", "H", "H", "H", "H", "H", "H"], "coordinates": [[2.352, 0.407, 0.065], [1.090, 0.958, -0.030], [0.070, 0.295, -0.094], [-1.373, 0.908, -0.316], [-2.350, 0.100, 0.160], [2.805, 0.890, 0.873], [2.869, 0.536, -0.828], [2.337, -0.552, 0.353], [-0.054, -0.784, -0.319], [-3.263, 0.736, 0.010], [-2.492, -0.266, 1.117], [-2.595, -0.618, -0.622]], "atomic_forces_ev_per_a": [[0.264, 1.454, 0.322], [-2.743, 2.041, -0.068], [-4.108, -0.099, -1.862], [6.161, 0.322, 1.333], [-3.917, 0.859, -3.586], [1.373, 1.083, 0.943], [1.177, 0.346, -1.455], [-0.040, -4.118, 0.629], [0.193, 0.206, 0.676], [0.410, -0.238, 0.458], [0.994, -0.742, 2.287], [0.236, -1.114, 0.323]], "smiles": "C/N=C/OC", "largest_force_ev_per_a": 6.3, "lumo_ev": 1.062, "e_tot_ha": -248.400482, "gap_ev": 10.920}

8.
{"formula": "C3H10OS2", "method": "ωB97M-V with the def2-TZVPD basis set", "symbols": ["C", "C", "S", "S", "C", "H", "H", "H", "H", "H", "H", "H", "H", "O", "H", "H"], "coordinates": [[-1.128, -0.844, 0.811], [0.317, -1.329, 0.493], [1.153, -0.681, -0.913], [0.580, 1.613, -0.664], [1.844, 1.639, 0.646], [-1.661, -1.175, -0.087], [-1.502, -1.465, 1.627], [-1.209, 0.234, 0.848], [0.235, -2.390, 0.238], [0.864, -1.074, 1.407], [2.762, 1.227, 0.265], [1.399, 1.390, 1.608], [1.986, 2.712, 0.847], [-2.277, -0.059, -2.476], [-1.801, 0.777, -2.569], [-1.561, -0.575, -2.080]], "atomic_forces_ev_per_a": [[0.616, -1.486, -2.120], [-1.001, 0.631, 1.642], [-1.152, 2.862, -1.001], [1.422, -3.222, -0.093], [-1.069, 2.650, 0.193], [-0.606, 0.309, 0.276], [-0.047, 0.646, 0.253], [-0.070, 0.030, 0.588], [0.408, -0.067, 0.585], [0.505, -0.785, -0.223], [0.118, -0.426, 0.497], [0.430, -1.177, -0.118], [0.383, 0.002, -0.378], [0.697, 0.209, 0.168], [-0.426, 0.176, -0.200], [-0.208, -0.352, -0.069]], "smiles": "CCSSC.O", "largest_force_ev_per_a": 3.5, "lumo_ev": -0.676, "e_tot_ha": -991.865800, "gap_ev": 8.557}

The records above give, respectively, energy above the lowest of the compared OMol25 structures with the same formula, charge and spin values of 412.9; 16.7; 0.0; 0.0; 429.4; 137.1; 330.8; 120.3 kJ/mol.